Formula: C17H20N2O4S
Source: OMol25
Level of theory: ωB97M-V/def2-TZVPD

The geometry in XYZ format:
```
44
Properties=species:S:1:pos:R:3:forces:R:3
S -2.690945 2.992066 0.050095 0.0 0.1 -0.1
O 3.174441 1.295387 1.175668 0.0 0.2 0.2
O 0.323077 4.685840 0.562390 0.0 0.0 0.0
O 1.916385 3.564331 1.599887 0.3 0.1 0.3
O 0.820692 0.628427 -1.391756 0.9 -0.1 0.6
N 3.043180 -0.386662 -0.334169 0.0 -0.1 -0.1
N -0.266394 1.300653 -1.827532 -0.8 0.6 -0.6
C 5.238659 -1.198868 -0.996471 -0.1 0.1 0.3
C -3.109218 0.523900 1.088254 0.0 0.0 -0.1
C -3.522072 -1.587561 2.358040 0.0 0.0 -0.1
C 3.775887 -2.519286 0.579925 0.1 0.3 0.1
C -1.496068 3.326852 -1.307406 -0.6 -0.2 0.2
C 4.204640 -1.127945 0.123499 0.3 -0.2 0.1
C 2.626030 0.753453 0.220730 -0.1 -0.3 -0.3
C -3.238517 -0.781363 -1.326384 0.0 0.0 0.0
C -3.026734 0.585082 -1.309871 -0.2 0.0 0.1
C -2.950623 1.239602 -0.091319 0.0 0.4 -0.1
C 0.718265 2.500873 -0.196302 0.4 -0.8 -0.2
C -3.639864 -2.987370 -0.211012 0.0 0.1 0.0
C -3.341752 -0.841465 1.071664 0.0 0.0 -0.1
C 1.418942 1.331519 -0.409281 -0.8 1.1 0.1
C 0.966416 3.676337 0.694372 0.1 -0.2 -0.1
C -3.399411 -1.509711 -0.156574 0.0 0.1 0.0
C -0.356080 2.410772 -1.143508 0.8 -0.4 0.1
H -2.921436 1.121178 -2.238237 0.0 0.0 -0.1
H -3.441205 -0.914619 3.207398 0.0 0.0 0.1
H -3.648805 -3.338071 -1.239772 0.0 -0.1 0.0
H 4.836665 -1.738005 -1.852015 0.0 -0.1 -0.1
H -4.596245 -3.236204 0.248076 -0.1 -0.1 0.0
H -3.053827 1.052485 2.028572 0.1 0.0 0.2
H -1.983913 3.193400 -2.270219 0.1 0.1 0.0
H 5.523879 -0.199318 -1.314889 0.0 0.1 -0.1
H 2.435684 2.713767 1.563982 -0.3 0.1 -0.2
H -2.863615 -3.525386 0.332667 0.0 -0.1 0.0
H -3.287935 -1.290088 -2.278399 0.0 -0.1 -0.1
H 6.127239 -1.716670 -0.647657 0.1 -0.1 0.0
H 3.352645 -3.078866 -0.251938 0.0 -0.1 -0.1
H -2.769293 -2.368874 2.459834 0.0 -0.1 0.1
H -4.500520 -2.065978 2.386582 -0.1 -0.1 0.1
H 3.031517 -2.448336 1.369061 -0.1 0.0 0.1
H -1.197961 4.360961 -1.145250 0.0 -0.1 -0.1
H 2.525170 -0.767829 -1.113068 -0.1 0.1 0.0
H 4.608959 -0.564400 0.970021 -0.1 -0.1 -0.2
H 4.634077 -3.064013 0.962294 0.1 -0.1 0.0
```
Positions in Å, forces in eV/Å.

Values from the calculation:
calculated total energy = -39959.4554 eV
HOMO-LUMO gap = 7.8 eV
E_HOMO = -0.2983 hartree
energy relative to the best compared isomer or geometry (same formula, charge and spin) = 175.2 kJ/mol
LUMO level = -0.27 eV


Formula: C5H9NO
Source: OMol25
Level of theory: ωB97M-V/def2-TZVPD

The geometry in XYZ format:
```
16
Properties=species:S:1:pos:R:3:forces:R:3
O 1.199688 0.217556 -2.165749 -0.3 -0.4 0.4
N 1.590029 -1.011318 -0.185473 0.2 -0.1 -0.1
C -0.149458 0.139569 -0.010673 -0.1 0.1 -0.1
C -0.537932 1.616467 -0.055667 0.0 0.0 0.1
C 0.856138 -0.539799 0.992218 -0.1 0.1 0.3
C 0.934571 -0.185358 -1.058367 0.1 0.0 -0.4
C -1.401207 -0.735337 -0.112972 0.0 0.0 0.0
H -2.017749 -0.569782 0.779677 0.1 -0.1 -0.1
H 0.315052 2.303882 -0.069531 -0.1 -0.2 0.1
H 2.467880 -1.504039 -0.289761 -0.1 0.3 0.1
H -1.128745 -1.796548 -0.149573 -0.1 0.2 -0.1
H 1.426039 0.143732 1.633124 -0.1 0.0 -0.2
H 0.444306 -1.344936 1.611668 0.0 0.2 -0.1
H -1.230223 1.921186 0.735942 0.2 -0.2 0.0
H -2.008293 -0.478396 -0.988990 0.2 -0.1 0.1
H -1.073737 1.746641 -1.006231 0.2 0.1 0.2
```
Positions in Å, forces in eV/Å.

Values from the calculation:
calculated total energy = -8868.3039 eV
HOMO-LUMO gap = 10.5 eV
E_HOMO = -0.3536 hartree
energy relative to the best compared isomer or geometry (same formula, charge and spin) = 87.7 kJ/mol
LUMO level = 0.86 eV


Formula: C16H24N5O7PtSi
Source: OMol25
Level of theory: ωB97M-V/def2-TZVPD

The geometry in XYZ format:
```
54
Properties=species:S:1:pos:R:3:forces:R:3
Pt -0.005092 1.168793 -0.292663 0.0 0.2 0.0
Si 2.275252 1.072292 -0.413062 0.1 0.1 -0.1
O 0.205866 3.246387 -3.046341 0.0 0.2 0.0
O -1.457877 -1.231867 -0.168025 -0.8 -0.3 2.4
O -2.156916 1.538954 -0.126455 -0.1 -0.6 -0.2
O -0.898590 -1.664264 5.481957 0.1 0.0 0.0
O -3.635965 -1.588751 0.172189 0.4 0.2 0.2
O -4.046906 0.871139 -1.102339 0.1 -0.2 0.0
O -2.136259 -4.505113 2.874206 0.1 0.0 0.0
N -0.668201 -1.218235 -2.326788 0.9 1.1 -2.9
N -0.055725 1.107639 1.721418 0.1 0.3 0.0
N -0.160511 1.069360 -2.314899 0.2 0.7 -0.1
N -1.120973 -2.546490 3.414802 -0.3 0.1 0.0
N -0.728459 0.111394 -4.287399 0.1 0.3 -0.1
C -0.475550 0.932260 4.445427 0.0 0.0 0.0
C -0.868974 -1.522197 4.267601 0.1 -0.1 0.0
C -0.418935 1.493667 -4.605004 -0.1 -0.1 -0.1
C -3.006013 0.633348 -0.505016 0.0 0.5 0.0
C 2.986306 -0.174888 -1.658435 -0.1 0.0 0.0
C -0.283431 -0.075771 2.294234 0.0 0.0 0.0
C 3.119523 0.637594 1.232897 0.0 0.0 0.0
C -0.526536 -0.201860 3.648758 0.0 0.0 0.0
C -0.083697 2.098544 -3.246244 0.1 -0.4 0.1
C -2.692040 -0.862198 -0.120024 -0.7 0.0 -0.1
C 3.029317 2.736790 -0.916100 0.0 0.0 0.0
C -0.239637 2.157166 3.845219 0.0 0.0 0.0
C -0.368784 -0.928801 -5.230095 -0.1 0.1 0.0
C -0.516457 -0.044747 -2.944402 -0.4 -1.6 0.1
C -0.054809 2.210737 2.474944 0.0 -0.1 0.1
C -1.637018 -3.777337 3.971733 0.1 0.0 0.0
H 4.079371 -0.116204 -1.676754 0.0 0.0 0.0
H -0.641373 0.832048 5.509742 0.0 0.0 0.0
H 4.206003 0.588934 1.109989 0.0 0.0 0.0
H 2.703008 -1.198924 -1.402552 0.0 0.0 0.0
H 2.905430 1.387388 1.999952 0.0 0.0 0.0
H -0.313662 -0.905073 1.602830 0.0 0.0 0.0
H -0.942430 -0.803412 -6.147543 0.0 0.0 0.0
H -1.430100 -2.352245 2.465829 0.1 -0.1 0.0
H 0.091713 3.140165 1.943743 0.0 0.0 0.0
H 0.699865 -0.894773 -5.470966 0.0 0.0 0.0
H 2.808508 3.497813 -0.162455 0.0 0.0 0.0
H 0.439808 1.577000 -5.276136 0.0 0.0 0.0
H 2.780554 -0.329037 1.616091 0.0 0.0 0.0
H -2.414089 -3.554465 4.710778 0.0 0.0 0.0
H -0.840633 -1.135794 -1.287113 -0.1 -0.2 0.7
H -1.329230 -1.847057 -2.759176 0.2 -0.1 -0.2
H 2.626033 0.021339 -2.673072 0.0 0.0 0.0
H -2.605472 -5.275895 3.201975 0.0 0.0 0.0
H 2.604136 3.091393 -1.856374 0.0 0.0 0.0
H -1.270233 2.014611 -5.043997 0.0 0.0 0.0
H -0.595420 -1.907488 -4.816460 0.0 0.0 0.0
H 4.117531 2.671767 -1.025197 0.0 0.0 0.0
H -0.828046 -4.317790 4.474681 0.0 0.0 0.0
H -0.224182 3.072153 4.420086 0.0 0.0 0.0
```
Positions in Å, forces in eV/Å.

Values from the calculation:
calculated total energy = -49894.1359 eV
HOMO-LUMO gap = 7.4 eV
E_HOMO = -0.1795 hartree
net charge = -1
energy relative to the best compared isomer or geometry (same formula, charge and spin) = 92.5 kJ/mol
LUMO level = 2.52 eV


Formula: C14H36Cu2O14PbS4
Source: OMol25
Level of theory: ωB97M-V/def2-TZVPD

The geometry in XYZ format:
```
71
Properties=species:S:1:pos:R:3:forces:R:3
Pb -3.343799 0.921751 -3.296396 1.5 -0.8 0.7
Cu -3.675156 2.546740 -0.152120 0.9 -1.5 0.0
Cu -2.876319 3.638562 3.113452 0.5 -0.3 -0.3
S -4.317135 -0.849195 -0.300380 1.1 -1.5 0.9
S 4.781436 2.488995 -3.016548 -2.7 0.5 0.4
S 0.960258 -1.307997 3.341993 -1.2 0.2 0.9
S 0.009039 -0.341773 -4.845834 1.4 -0.2 -0.2
O -1.251366 0.058974 -4.192145 -0.4 0.6 0.7
O -2.049619 1.339662 -1.195215 -1.9 0.6 0.6
O 0.576667 -1.394926 4.869066 0.5 0.2 -0.8
O 4.537086 1.176141 -2.207095 1.2 0.5 -0.4
O 0.524055 -1.642717 -4.097460 -0.7 0.7 -0.3
O 1.055436 -2.641777 2.888587 0.4 -0.4 -0.4
O -1.970928 2.491839 1.444423 -0.9 0.5 -0.2
O 6.208963 2.540688 -3.420938 0.8 -0.5 -0.2
O -4.424886 0.427669 0.363803 -0.2 0.7 -0.1
O -4.003189 -0.849757 -1.719218 -0.6 0.7 -0.9
O -0.040239 -0.587528 -6.225477 -0.3 -0.4 -0.4
O -5.568677 -1.703852 -0.092297 0.7 0.4 -0.7
O 3.828502 2.456614 -4.082627 0.8 0.1 0.0
O 1.957539 -0.307531 3.122969 0.2 0.0 -0.2
C 4.371287 3.814256 -1.878736 0.3 -1.3 -0.8
C -0.814442 1.579811 -0.547512 -0.5 0.7 -2.7
C 1.396531 0.821124 -4.592797 -1.1 -0.5 1.0
C 0.642808 -0.195918 5.667136 0.0 0.5 1.1
C 0.466409 -1.618078 -2.671189 0.7 0.2 1.9
C 6.668158 0.615820 -0.985621 1.2 0.5 -1.0
C -0.629610 -0.084183 6.482935 0.5 0.9 -0.1
C 5.195724 0.954186 -0.923852 0.5 -0.6 1.4
C -0.545472 -0.652556 2.603434 0.5 -0.3 0.0
C -6.097154 -1.997618 1.234607 -2.0 0.2 2.2
C -0.831563 2.486091 0.678257 0.1 -0.8 0.5
C -6.716736 -3.378474 1.236949 0.3 -0.5 -1.3
C -3.019118 -1.807657 0.424578 -0.5 0.3 1.0
C 1.127450 -2.852272 -2.067990 -1.4 0.1 -0.2
H -0.279618 2.116323 -1.347932 0.8 0.2 0.6
H 2.151895 -2.999221 -2.390224 0.0 -0.1 0.0
H -6.127382 -3.964006 0.523110 0.2 -0.3 0.4
H 0.898931 0.699571 5.096774 -0.4 -0.2 -0.4
H 1.464854 -0.256943 6.382141 0.1 -0.6 -0.2
H -1.396416 -1.297230 2.799333 0.1 -0.1 0.3
H 1.038035 -2.764653 -0.982676 0.4 0.1 0.0
H 1.503557 1.386707 -5.512057 0.1 0.0 0.0
H -0.771623 -0.994485 7.057203 -0.3 0.0 0.0
H -7.719243 -3.468617 0.822001 -0.1 0.5 0.2
H -1.506707 0.225597 5.910320 -0.1 -0.5 -0.1
H 0.024838 2.230733 1.329077 0.1 0.2 0.1
H -6.810580 -1.207500 1.480452 -0.2 -0.1 -0.6
H 1.207293 1.436735 -3.714616 -0.1 0.2 -0.2
H -2.976697 -2.804393 -0.006880 0.0 0.1 -0.3
H 5.042493 1.816444 -0.278971 -0.3 0.0 -0.1
H 0.977477 -0.734979 -2.253289 0.2 0.1 -0.6
H 5.182279 3.793520 -1.154585 -0.2 0.5 0.3
H 3.411511 3.429487 -1.536170 0.0 0.4 0.5
H -0.449136 0.757067 7.157984 -0.1 -0.2 0.3
H 0.457909 -3.681010 -2.301793 0.6 -0.4 -0.3
H -5.440867 -1.912930 2.107297 1.1 -0.1 -0.8
H 4.234011 4.739518 -2.433372 0.3 0.0 0.0
H 7.105848 1.192893 -1.831540 -0.1 -0.2 -0.3
H -0.651014 3.550962 0.423040 0.1 0.0 -0.1
H -0.548827 -1.523444 -2.273573 -0.2 -0.2 -0.6
H -6.689539 -3.860756 2.209485 0.1 0.2 0.1
H 6.921835 -0.433077 -1.112285 -0.3 0.0 -0.3
H 2.242128 0.184877 -4.343261 0.1 0.0 -0.5
H -0.706825 0.361710 2.961771 0.0 0.0 -0.1
H -2.089605 -1.247963 0.393505 0.0 0.0 -0.4
H -0.270413 0.634224 -0.453247 -0.1 0.0 0.7
H 7.310653 0.995323 -0.189286 -0.7 0.0 0.6
H 4.696946 0.069804 -0.524667 -0.4 0.3 0.0
H -3.281163 -1.897779 1.480736 0.0 -0.1 0.0
H -0.288768 -0.717630 1.545480 -0.2 0.4 -0.1
```
Positions in Å, forces in eV/Å.

Values from the calculation:
calculated total energy = -181584.5585 eV
HOMO-LUMO gap (spin up / spin down) = 6.6 / 3.8 eV
E_HOMO (spin up / spin down) = -0.7121 / -0.7120 hartree
<S²> = 2.018
spin multiplicity = 3
net charge = +4
energy relative to the best compared isomer or geometry (same formula, charge and spin) = 112.8 kJ/mol
LUMO level (spin up / spin down) = -12.76 / -15.54 eV


Formula: C5H10O2
Source: OMol25
Level of theory: ωB97M-V/def2-TZVPD

The geometry in XYZ format:
```
17
Properties=species:S:1:pos:R:3:forces:R:3
O -0.771271 -1.176887 -0.546826 0.0 -0.1 0.0
O 0.925750 1.518447 0.813142 0.0 0.1 -0.4
C 0.530955 0.165935 0.947619 -0.1 -0.3 0.1
C 1.419395 -0.799615 0.137966 0.0 0.0 0.0
C 0.542698 -1.124755 -1.069180 0.2 0.0 -0.1
C -0.910289 -0.131635 0.415967 0.0 0.1 0.1
C -1.611821 1.066873 -0.217774 0.0 0.0 0.0
H -1.755817 1.880043 0.499983 0.0 -0.1 -0.1
H 0.596419 -0.033300 2.021308 0.0 0.0 -0.2
H 2.367806 -0.316130 -0.115868 -0.1 -0.1 0.0
H 0.756385 -2.084822 -1.548202 0.0 0.1 0.1
H -1.042360 1.460875 -1.069719 -0.1 -0.1 0.1
H 0.969891 1.723080 -0.133261 0.0 0.0 0.3
H -2.585976 0.741073 -0.596715 0.2 0.1 0.1
H 1.641493 -1.710600 0.702800 -0.1 0.1 -0.1
H -1.538000 -0.535767 1.220702 0.1 0.1 -0.2
H 0.632496 -0.344791 -1.845107 -0.1 0.0 0.1
```
Positions in Å, forces in eV/Å.

Values from the calculation:
calculated total energy = -9441.6699 eV
HOMO-LUMO gap = 10.7 eV
E_HOMO = -0.3611 hartree
energy relative to the best compared isomer or geometry (same formula, charge and spin) = 132.5 kJ/mol
LUMO level = 0.88 eV